# C5H10N4

The molecule C5H10N4 in a non-equilibrium geometry (ωB97M-V/def2-TZVPD, the Open Molecules 2025 dataset).

Positions of all 19 atoms, in Å:
C 2.3145 -0.9371 0.2958
N 0.9057 -1.0468 0.2347
C 0.0312 -0.0866 0.2534
N -1.3400 -0.4912 0.1561
C -1.7960 -1.7711 -0.3324
C -2.0876 0.6020 0.1908
N -1.3947 1.6927 0.2726
N -0.0428 1.2785 0.3468
C 0.7945 2.2209 -0.3286
H 2.8350 0.0444 0.6196
H 2.7598 -1.1384 -0.5970
H 2.6119 -1.7355 1.1085
H -1.5145 -2.5549 0.4470
H -2.8730 -1.8070 -0.3124
H -1.2918 -1.9743 -1.3117
H -3.0932 0.5600 0.2716
H 1.8359 1.7965 -0.0529
H 0.6003 2.0659 -1.3377
H 0.7449 3.2820 0.0757

Atomic forces in eV per Å
C 0.77 0.58 4.74
N -1.79 1.78 -0.35
C 0.14 -2.83 -0.65
N 1.11 -0.57 0.10
C 1.60 -1.35 1.39
C 2.87 1.85 0.14
N -0.40 -0.22 0.44
N -2.04 0.71 0.68
C 3.43 -0.57 2.85
H -1.15 -1.07 -0.13
H 1.22 -1.06 -2.59
H 0.02 1.45 -1.70
H 0.04 0.75 -1.30
H -0.35 0.31 -0.59
H -0.76 -0.12 0.82
H -3.10 0.07 -0.15
H -1.23 1.19 -0.95
H 0.01 0.65 -2.11
H -0.38 -1.55 -0.65

Relative energy (zero: lowest compared OMol25 entry of this formula, charge and spin) ... 59.4 kcal/mol
HOMO level ... -0.2835 Eh
Charge ... 0
Structure (SMILES) ... C/N=c1/n(C)cnn1C
Calculated total energy ... -415.46212 Ha
Maximum force ... 4.84 eV/A
LUMO ... 0.92 eV



# C2H3FINO

A 2-piece molecular cluster, C2H3FINO overall in a non-equilibrium geometry (ωB97M-V/def2-TZVPD, the Open Molecules 2025 dataset).

Positions of all 9 atoms, in Å:
C 0.1645 0.6576 0.5409
C 0.9122 0.6178 -0.7061
N -0.7426 -1.4151 0.6237
O -0.0395 1.3027 1.4851
F 0.2344 -0.2239 -1.6078
I -2.1738 -1.1427 1.9620
H 1.8401 0.1580 -0.6317
H 1.0975 1.4653 -1.3971
H -1.2927 -1.4198 -0.2691

Atomic forces in eV per Å
C -1.83 -2.06 1.46
C -0.93 -0.12 -3.48
N 1.10 2.39 -1.65
O 0.35 -0.24 -0.87
F -0.22 -0.04 0.24
I -0.77 0.13 1.00
H 1.87 -0.81 1.14
H -0.43 0.63 1.42
H 0.85 0.12 0.74

Relative energy (zero: lowest compared OMol25 entry of this formula, charge and spin) ... 66.5 kcal/mol
HOMO level (alpha / beta) ... -0.3029 / -0.3028 Eh
Charge ... 0
Calculated total energy ... -605.42155 Ha
Maximum force ... 3.60 eV/A
LUMO (alpha / beta) ... -0.45 / -0.45 eV



# CH3N4Si

An isolated ion of composition CH3N4Si and charge -1 in a non-equilibrium geometry (ωB97M-V/def2-TZVPD, the Open Molecules 2025 dataset).

Positions of all 9 atoms, in Å:
C -2.0256 0.0658 -0.0111
N -4.0144 -0.4414 -0.4978
N -2.7876 -0.6903 -0.7821
N -2.8030 0.7873 0.8269
N -4.0702 0.3647 0.5168
Si -0.1629 -0.0462 -0.0194
H 0.3633 -0.1851 1.4229
H 0.4814 1.2776 -0.3719
H 0.6472 -1.0296 -0.8717

Atomic forces in eV per Å
C 0.07 0.33 0.72
N -1.61 -0.52 0.85
N 1.82 -1.32 -2.36
N -0.59 -0.93 0.01
N 0.95 1.86 0.40
Si 0.87 0.85 0.89
H -0.32 -0.22 -0.78
H -0.27 -0.31 -0.11
H -0.91 0.27 0.37

Relative energy (zero: lowest compared OMol25 entry of this formula, charge and spin) ... 8.5 kcal/mol
HOMO level ... -0.1874 Eh
Charge ... -1
Calculated total energy ... -548.42241 Ha
Maximum force ... 3.26 eV/A
LUMO ... 3.93 eV



# CF3MgNNaO4S3

CF3MgNNaO4S3 as an isolated structure in a non-equilibrium geometry (ωB97M-V/def2-TZVPD, the Open Molecules 2025 dataset).

Positions of all 14 atoms, in Å:
Na -0.8002 0.2551 -2.5531
N -0.6870 0.5743 -0.2749
S 0.4807 0.6047 0.6184
O 1.8672 0.1618 0.1338
C 0.8427 2.4185 0.8840
F 0.1896 2.8266 1.9656
F 0.4186 3.0595 -0.2122
F 2.1406 2.6473 1.0226
Mg 1.2321 -1.3647 -1.0742
S -3.0213 -2.8000 -0.7628
O -2.3971 -2.0312 0.6220
S -0.3823 -3.4553 -0.4627
O -0.1146 -2.5896 -1.8005
O 0.2310 -0.3068 1.8940

Atomic forces in eV per Å
Na -0.91 -0.25 0.89
N 1.05 0.02 -2.40
S -2.59 -4.38 4.17
O 0.62 -0.69 -1.76
C -0.19 -1.80 0.24
F -0.05 0.77 -0.05
F 0.11 0.66 0.39
F 0.50 0.68 0.25
Mg -1.62 -0.23 2.26
S 1.55 1.70 3.05
O -2.15 -1.32 -2.73
S 0.58 -0.60 0.22
O 1.49 1.46 -1.64
O 1.62 4.00 -2.91

Relative energy (zero: lowest compared OMol25 entry of this formula, charge and spin) ... 136.5 kcal/mol
HOMO level (alpha / beta) ... -0.0915 / -0.1015 Eh
Charge ... -1
Calculated total energy ... -2250.27662 Ha
Maximum force ... 6.58 eV/A
LUMO (alpha / beta) ... 0.86 / 0.85 eV



# C7H13N

The molecule C7H13N in a non-equilibrium geometry (ωB97M-V/def2-TZVPD, the Open Molecules 2025 dataset).

Positions of all 21 atoms, in Å:
N 0.2178 -1.1900 1.1072
C 0.2839 -0.5903 -0.2828
C -1.1466 -0.6681 -0.9257
C -1.9906 0.0637 -0.0495
C -1.0131 1.1816 0.5887
C 0.3511 0.9668 -0.2419
C 1.8721 0.9237 0.1826
C 1.8636 -0.6754 -0.4705
H 0.1478 -2.3276 1.1894
H -0.7000 -1.1578 1.3155
H -1.4653 -1.7444 -0.7972
H -0.9673 -0.3373 -2.0121
H -2.5462 -0.5666 0.7560
H -2.4549 0.5246 -0.7935
H -1.7310 2.1657 0.1962
H -0.8890 1.2897 1.6874
H 0.5896 1.3404 -1.2187
H 2.5484 1.6597 -0.2863
H 2.1928 0.9461 1.1407
H 2.3175 -0.5276 -1.4162
H 2.5195 -1.2767 0.3308

Atomic forces in eV per Å
N 1.88 -2.90 -0.42
C 0.91 -0.04 0.97
C 4.59 -6.18 -2.60
C 1.60 0.44 5.35
C -1.97 3.90 -2.66
C 0.38 -1.43 3.56
C -0.71 -1.63 -3.09
C 1.25 2.42 2.85
H 1.46 3.08 -1.36
H -4.05 1.25 1.67
H 0.25 0.69 -1.38
H -1.13 -0.47 1.54
H 0.57 1.35 -1.82
H -4.05 2.43 -1.77
H 2.67 -1.98 1.52
H -0.07 -0.50 -0.92
H -1.63 0.28 -0.92
H -0.54 -0.33 -0.48
H 0.25 -0.40 3.41
H 0.25 -0.61 -1.10
H -1.90 0.64 -2.36

Relative energy (zero: lowest compared OMol25 entry of this formula, charge and spin) ... 137.9 kcal/mol
HOMO level ... -0.3190 Eh
Charge ... 0
Structure (SMILES) ... N[C@@]12CCC[C@H]1CC2
Calculated total energy ... -329.05165 Ha
Maximum force ... 8.13 eV/A
LUMO ... 0.98 eV



# C4H8O2

C4H8O2 as an isolated structure in a non-equilibrium geometry (ωB97M-V/def2-TZVPD, the Open Molecules 2025 dataset).

Positions of all 14 atoms, in Å:
O 2.2516 0.1448 0.6532
C 1.1075 0.3142 -0.1330
C -0.2297 0.4915 0.4904
C -1.0322 0.7699 -0.7544
O -1.0835 -1.1422 -0.7156
C -0.8637 -0.9085 0.7104
H 2.9450 -0.1582 0.0586
H 0.6266 -1.0060 -0.6578
H 1.3971 0.8846 -1.0371
H -0.2950 1.1831 1.3504
H -2.0965 0.9554 -0.6387
H -0.6157 1.0867 -1.7085
H -1.8433 -0.9091 1.2035
H -0.2683 -1.7060 1.1785

Atomic forces in eV per Å
O -0.10 0.24 0.80
C 0.80 -4.77 -2.35
C 0.36 0.37 0.97
C -1.81 -4.10 0.08
O -0.67 3.07 0.21
C -0.59 0.29 -0.70
H -0.06 -0.01 0.19
H 2.25 3.67 0.41
H -0.75 0.25 0.63
H -0.02 0.08 -0.51
H 0.11 0.19 0.00
H 0.16 -0.06 0.36
H 0.16 0.41 0.11
H 0.18 0.39 -0.20

Relative energy (zero: lowest compared OMol25 entry of this formula, charge and spin) ... 136.2 kcal/mol
HOMO level ... -0.3018 Eh
Charge ... 0
Calculated total energy ... -307.49546 Ha
Maximum force ... 5.38 eV/A
LUMO ... 0.33 eV



# C2H6BBrO2

A 3-piece molecular cluster, C2H6BBrO2 overall in a non-equilibrium geometry (ωB97M-V/def2-TZVPD, the Open Molecules 2025 dataset).

Positions of all 12 atoms, in Å:
O -0.6525 1.2338 0.7099
B 0.3519 1.3282 0.0315
O 1.4755 1.6741 -0.6098
H 2.4023 1.5676 -0.4682
C 1.3227 -1.0833 -0.0913
C 0.2542 -1.7436 0.4122
H 2.0433 -0.4848 0.4098
H 1.5723 -1.3013 -1.1033
H -0.2897 -2.4390 -0.2603
H -0.2692 -1.4058 1.2387
Br -4.6895 1.8396 -0.4170
H -3.5213 0.8145 0.1479

Atomic forces in eV per Å
O -0.31 -0.07 -0.29
B 1.59 0.64 0.28
O -1.97 0.45 -0.63
H 0.38 -0.37 0.55
C -1.20 -2.20 0.23
C 1.04 0.63 -2.91
H -0.05 0.53 0.80
H 0.50 -0.30 -0.63
H 0.41 0.54 0.53
H -0.50 0.11 2.06
Br 2.46 -2.21 1.19
H -2.37 2.24 -1.17

Relative energy (zero: lowest compared OMol25 entry of this formula, charge and spin) ... 51.4 kcal/mol
HOMO level ... -0.3777 Eh
Charge ... 0
Structure (SMILES) ... O=BO.C=C.Br
Calculated total energy ... -2829.15309 Ha
Maximum force ... 3.51 eV/A
LUMO ... 0.09 eV



Q: calculated total energy of number 1 (C5H10N4)?
A: -415.46212 Ha